Entry 1:
{"formula": "C5H6N2", "method": "ωB97M-V with the def2-TZVPD basis set", "e_lumo_ev": 0.9, "charge": 0, "orbital_gap_ha": 0.364, "smiles": "c1cc[nH]c1.C#N", "total_energy_ev": -8259.7228, "species": ["C", "C", "C", "C", "C", "N", "N", "H", "H", "H", "H", "H", "H"], "positions_angstrom": [[1.1227, -1.2549, -2.2832], [-0.9730, 1.1536, 0.0154], [-0.9348, -0.3083, -0.1597], [-0.2490, 1.4367, 1.1041], [-0.0109, -0.8249, 0.7223], [1.9595, -2.0342, -2.4914], [0.4452, 0.2091, 1.5632], [-1.4738, 1.8572, -0.6406], [-1.6518, -0.5644, -0.9292], [0.5898, -0.3125, -1.6103], [-0.0371, 2.3183, 1.5167], [0.2898, -1.8126, 0.7598], [0.9235, 0.1368, 2.4330]], "forces_ev_per_a": [[0.378, 2.301, 2.311], [-0.136, -1.573, 0.279], [-0.055, 2.721, -0.210], [1.622, -4.766, -0.161], [-1.436, 2.573, 0.291], [-1.372, 0.731, -0.158], [-2.723, 1.613, -2.878], [-0.103, -0.171, 0.349], [0.661, -1.539, 0.072], [1.227, -3.177, -2.442], [0.902, 3.191, 1.770], [0.734, -1.664, 0.559], [0.301, -0.241, 0.220]]}

Entry 2:
{"formula": "C5H6N2", "method": "ωB97M-V with the def2-TZVPD basis set", "e_lumo_ev": 0.8, "charge": 0, "orbital_gap_ha": 0.348, "total_energy_ev": -8257.2469, "species": ["N", "C", "C", "C", "C", "C", "N", "H", "H", "H", "H", "H", "H"], "positions_angstrom": [[0.3284, 2.7755, 0.9978], [0.1014, 1.6430, 0.9519], [-0.1997, 0.2071, 0.9110], [-1.1350, -0.2931, -0.2222], [0.0810, -1.0435, -0.8214], [1.1856, -0.2435, -1.3264], [0.8693, -0.6745, 0.3926], [-0.5187, -0.1075, 1.9095], [-1.5613, 0.4714, -0.8737], [-1.9267, -0.9367, 0.1651], [-0.0059, -2.1057, -1.0562], [0.9002, 0.8214, -1.3262], [1.8814, -0.5140, 0.2981]], "forces_ev_per_a": [[-0.209, -1.011, -0.046], [0.209, 0.858, 0.024], [-0.023, 0.077, 0.079], [-0.135, 0.081, -0.090], [-0.048, -0.235, -0.208], [-0.271, 0.151, -0.209], [0.152, 0.043, 0.104], [0.079, 0.062, -0.133], [0.081, -0.112, 0.129], [0.130, 0.060, -0.035], [0.016, 0.210, 0.003], [-0.018, -0.127, -0.024], [0.037, -0.056, 0.407]]}

Entry 3:
{"formula": "C5H6N2", "method": "ωB97M-V with the def2-TZVPD basis set", "e_lumo_ev": [0.5, -2.0], "charge": 0, "orbital_gap_ha": [0.217, 0.273], "total_energy_ev": -8254.4079, "spin_multiplicity": 3, "species": ["C", "C", "C", "C", "C", "N", "N", "H", "H", "H", "H", "H", "H"], "positions_angstrom": [[-0.1556, 0.0666, 0.8999], [0.7551, -0.9591, 0.4864], [-1.7606, 1.8732, -0.3067], [-1.1363, 1.2774, 0.6824], [1.5376, -1.7289, -0.5542], [1.6125, -0.6261, -2.6669], [1.7096, -1.1457, -1.6661], [-0.2649, -0.2012, 1.9798], [1.0384, -1.6507, 1.3689], [-1.5189, 1.7339, -1.3615], [-2.5709, 2.5828, -0.3057], [-1.1482, 1.4995, 1.7559], [1.9023, -2.7218, -0.3123]], "forces_ev_per_a": [[-2.440, 2.737, 1.020], [4.085, -6.326, -1.018], [-0.424, 0.726, -2.844], [3.632, -3.784, 2.771], [-3.959, 2.469, 5.526], [-0.148, 0.814, -1.422], [1.141, 0.188, -2.572], [-0.025, 0.850, -0.890], [-0.971, 1.449, -0.994], [0.240, -0.742, 0.255], [0.028, 0.349, 1.114], [-1.426, 0.836, -0.622], [0.267, 0.434, -0.324]]}

Entry 4:
{"formula": "C5H6N2O", "method": "ωB97M-V with the def2-TZVPD basis set", "e_lumo_ev": 0.7, "charge": 0, "orbital_gap_ha": 0.321, "smiles": "Oc1cnc2n1CC2", "total_energy_ev": -10306.2396, "species": ["C", "C", "C", "C", "C", "H", "H", "H", "H", "H", "H", "N", "N", "O"], "positions_angstrom": [[-1.0875, -0.1645, -0.1006], [-1.2662, 1.1258, 0.0472], [0.8165, 0.7624, -0.1365], [2.1903, 0.0392, -0.0486], [1.3026, -1.2808, 0.2897], [-2.8776, -0.7767, 0.3287], [-2.1748, 1.7445, 0.5047], [2.7943, 0.5196, 0.8086], [2.7828, 0.0626, -1.0356], [1.0135, -1.5394, 1.4260], [1.5617, -2.1313, -0.2836], [-0.0931, 1.7900, 0.1078], [0.2369, -0.4584, -0.3277], [-1.9801, -1.2617, -0.0646]], "forces_ev_per_a": [[-1.779, -5.585, -0.417], [-3.200, 3.452, 2.322], [-0.767, 1.250, -0.468], [1.371, 2.043, 1.818], [-0.165, 1.969, 1.245], [3.301, -2.244, -1.588], [1.660, -1.826, -1.678], [-0.476, -1.235, -1.372], [-0.949, -0.388, 1.657], [1.115, 0.775, -2.585], [0.113, -0.983, -0.331], [5.156, -2.092, -0.887], [-2.581, 1.310, 0.688], [-2.799, 3.553, 1.596]]}

Entry 5:
{"formula": "C5H6N2O", "method": "ωB97M-V with the def2-TZVPD basis set", "e_lumo_ev": 0.6, "charge": 0, "orbital_gap_ha": 0.371, "total_energy_ev": -10305.3000, "species": ["C", "C", "C", "C", "C", "H", "H", "H", "H", "H", "H", "N", "N", "O"], "positions_angstrom": [[-1.4733, -0.4794, -0.0404], [-0.6915, 0.4796, -0.9723], [-0.5108, 0.1035, 1.0095], [0.8072, -0.2503, 0.6011], [0.7460, -0.0801, -0.8014], [-1.0107, 0.7810, -1.9532], [0.2899, 1.9477, 0.1372], [-1.0626, 0.0533, 2.0495], [1.5877, -0.0565, 1.4056], [1.9965, -1.7480, -0.0314], [1.5879, 0.4033, -1.3648], [-0.6882, 1.4821, 0.2030], [0.9087, -1.4854, -0.1448], [-2.4868, -1.1507, -0.0978]], "forces_ev_per_a": [[-0.887, -0.010, -1.093], [0.215, -0.478, 0.175], [-5.605, 1.783, 2.985], [2.903, -1.180, 4.263], [2.014, 0.052, -2.107], [-0.089, 0.265, -0.293], [-2.011, -0.801, 0.493], [2.072, 0.338, -1.569], [-0.562, 0.179, -1.655], [-3.071, 0.708, -1.043], [-0.943, -0.826, 0.413], [1.026, -1.211, -0.384], [2.603, -0.227, -0.579], [2.335, 1.408, 0.394]]}

Entry 6:
{"formula": "C5H6N2O", "method": "ωB97M-V with the def2-TZVPD basis set", "e_lumo_ev": [-0.6, -0.4], "charge": 0, "orbital_gap_ha": [0.272, 0.282], "total_energy_ev": -10302.8892, "species": ["C", "C", "C", "C", "C", "N", "N", "O", "H", "H", "H", "H", "H", "H"], "positions_angstrom": [[0.8690, -1.1758, -0.2869], [2.1406, -1.3180, 0.0896], [0.0747, 0.0404, 0.0400], [-1.2710, -0.0862, -0.0219], [-2.1895, 1.1049, -0.0180], [2.7754, 0.0145, 0.6056], [0.7951, 1.1429, 0.3700], [2.0061, 1.0401, 0.4995], [0.3740, -1.9627, -0.7034], [3.0464, -1.9860, -0.1115], [-1.5319, -1.1184, -0.4397], [-1.5002, 1.9467, 0.1764], [-2.9187, 1.1700, 0.7987], [-2.6700, 1.1875, -0.9984]], "forces_ev_per_a": [[1.639, 0.913, 1.508], [2.486, 3.891, 0.462], [0.556, -2.571, 0.023], [-0.098, -0.692, -1.146], [0.878, 0.173, 0.566], [0.163, -4.253, -1.137], [-5.279, 1.320, -0.968], [4.207, 1.308, 1.284], [-1.371, -1.981, -1.356], [-2.135, 0.454, 0.369], [-0.323, 1.671, 0.875], [-0.578, 0.014, -0.449], [-0.068, -0.453, -0.313], [-0.078, 0.207, 0.284]]}